ORCA calculation (wB97M-V/def2-TZVPD) on 2 unconnected molecules or ions with the total composition C16H28N2O4 in a non-equilibrium geometry.

The geometry in ORCA input format:
```
! RIJCOSX wB97M-V def2-TZVPD def2/J DEFGRID3
* xyz 0 1
O -6.26 3.81 3.34
O 1.04 -0.47 -5.19
O 4.46 -2.28 -1.27
O -5.35 4.58 5.25
C -5.39 3.76 4.19
C 1.51 -1.25 -4.38
C 3.82 -1.63 -2.10
C -4.28 2.80 4.10
C 0.17 0.17 1.48
C -0.43 0.88 2.51
C -4.07 1.81 3.15
N 4.42 -0.98 -3.10
N 1.59 -0.88 -3.10
C 1.98 -2.61 -4.86
C 1.48 -0.52 1.74
C -0.45 0.01 0.11
C -5.04 1.53 2.02
C 5.86 -0.98 -3.35
C -1.70 1.68 2.43
C -2.81 0.99 3.24
C 1.58 -2.85 -1.59
C 2.28 -1.53 -1.97
H -6.13 5.15 5.14
H -3.54 2.92 4.88
H 0.09 0.90 3.47
H 3.84 -0.46 -3.74
H 1.17 0.02 -2.91
H 2.97 -2.83 -4.48
H 2.01 -2.61 -5.94
H 1.27 -3.36 -4.52
H 1.79 -0.42 2.79
H 1.41 -1.59 1.51
H 2.27 -0.08 1.11
H 0.06 0.67 -0.60
H -0.33 -1.02 -0.23
H -1.52 0.23 0.10
H -6.05 1.37 2.41
H -5.05 2.37 1.32
H -4.74 0.63 1.47
H 6.37 -0.44 -2.55
H 6.24 -2.01 -3.36
H 6.09 -0.50 -4.30
H -1.52 2.68 2.84
H -2.03 1.82 1.40
H -2.49 0.90 4.28
H -2.98 -0.02 2.86
H 1.91 -3.15 -0.60
H 0.50 -2.72 -1.58
H 1.85 -3.64 -2.29
H 2.13 -0.86 -1.13
*
```

The HOMO-LUMO gap comes out at 9.554 eV. For the HOMO energy, the calculation gives -0.331 Ha. Its SMILES is CC(C)=CCC/C(C)=C/C(=O)O.CNC(=O)[C@H](C)NC(C)=O. The value obtained for the LUMO energy is 0.5 eV. The energy relative to the best compared isomer or geometry (same formula, charge and spin) comes out at 53.12 kcal per mole.


ORCA calculation (wB97M-V/def2-TZVPD) on a molecular structure, C16H29F3N8O2OsPS3 in a non-equilibrium geometry.

The geometry in ORCA input format:
```
! RIJCOSX wB97M-V def2-TZVPD def2/J DEFGRID3
* xyz 2 2
Os -0.97 -0.45 0.97
N -1.54 1.69 2.09
N -2.88 1.90 2.42
C -3.76 0.89 2.47
N -4.98 1.16 2.93
S -3.41 -0.67 1.93
H -0.97 1.57 2.93
H -1.19 2.52 1.60
H -3.10 2.76 2.91
H -5.25 2.05 3.31
H -5.65 0.41 2.96
C 1.26 -4.08 5.92
C 1.71 -3.90 4.49
O 0.52 -3.63 3.67
P 0.49 -2.82 2.35
S -0.57 -2.59 0.53
S 0.26 -0.81 2.88
O 2.00 -2.98 1.88
C 2.76 -2.32 0.85
C 2.60 -2.96 -0.51
H 2.13 -4.30 6.53
H 0.56 -4.91 6.00
H 0.79 -3.17 6.30
H 2.19 -4.80 4.11
H 2.40 -3.06 4.40
H 3.79 -2.44 1.19
H 2.50 -1.26 0.85
H 2.69 -4.04 -0.43
H 3.37 -2.58 -1.18
H 1.63 -2.73 -0.95
F 5.19 1.15 -2.58
C 5.02 0.88 -1.28
F 5.56 -0.33 -1.04
F 5.69 1.78 -0.56
C 3.55 0.84 -0.92
C 3.06 1.51 0.19
C 1.73 1.36 0.51
N 0.90 0.58 -0.20
C 1.38 -0.05 -1.28
C 2.70 0.06 -1.68
H 3.71 2.14 0.79
H 1.31 1.86 1.37
H 0.69 -0.67 -1.83
H 3.05 -0.46 -2.56
C -1.82 3.50 -3.23
C -2.41 2.60 -4.31
C -1.31 1.86 -5.07
C -3.45 1.62 -3.72
N -2.86 0.78 -2.67
C -2.85 0.98 -1.35
N -2.02 0.11 -0.82
N -1.54 -0.63 -1.85
N -2.03 -0.23 -2.95
H -1.15 4.23 -3.69
H -1.24 2.94 -2.50
H -2.60 4.06 -2.71
H -2.97 3.21 -5.02
H -0.71 1.24 -4.41
H -0.65 2.57 -5.56
H -1.74 1.21 -5.84
H -3.82 0.96 -4.50
H -4.28 2.17 -3.27
H -3.46 1.70 -0.84
*
```

The HOMO-LUMO gap (spin up / spin down) comes out at 7.465 / 6.431 eV. For the HOMO energy (spin up / spin down), the calculation gives -0.509 / -0.496 Ha. The value obtained for the LUMO energy (spin up / spin down) is -6.4 / -7.1 eV. The expectation value of S² is 0.76. The energy relative to the best compared isomer or geometry (same formula, charge and spin) comes out at 64.70 kcal per mole.